19
Properties=species:S:1:pos:R:3 method="wB97M-V/def2-TZVPD" charge=-1 total_energy_ha=-1068.23928 spin_multiplicity=2 s2=0.755
C -0.4625 0.0854 -0.1315
C -1.4849 1.2190 -0.1037
C 0.3196 -0.0264 1.2180
S 1.7575 -1.2078 1.2009
S 3.3037 -1.7047 -0.1794
H 0.2410 0.2905 -0.9543
H -0.8313 -0.9780 -0.4047
H -0.9426 2.0167 -0.8344
H -2.4239 0.8682 -0.5481
H -1.7406 1.8570 0.7982
H -0.1272 -0.4244 2.0684
H 0.8299 0.8841 1.5789
H 2.5328 -1.7675 -1.3153
H 2.1672 1.4076 0.1388
H 2.9836 2.0573 -1.3581
O 2.8266 1.2847 -0.6273
H -3.6873 -1.9794 -0.3380
H -2.4183 -2.2592 0.1409
O -2.8433 -1.6229 -0.3494

18
Properties=species:S:1:pos:R:3 method="wB97M-V/def2-TZVPD" charge=-1 total_energy_ha=-347.07891 spin_multiplicity=2 s2=0.756
C -1.7737 -1.1659 0.2084
C -1.9505 0.2506 -0.1620
C -1.1389 0.8204 -1.3390
H -1.9698 -1.9014 -0.6158
H -0.7801 -1.2716 0.5828
H -2.4187 -1.5230 0.9923
H -2.8742 0.7323 0.1383
H -1.4046 1.8337 -1.7545
H -1.0384 0.1271 -2.2464
H 4.2559 0.4200 1.4023
H 2.7503 0.5806 1.0811
O 3.5786 0.2406 0.7645
H 1.1091 0.1247 -0.3768
H 2.0572 -1.2563 -0.5257
O 1.3211 -0.7260 -0.8730
H -0.8477 0.7697 -0.0579
H 0.1450 1.0159 1.6227
O 0.9796 0.9286 1.1585

19
Properties=species:S:1:pos:R:3 method="wB97M-V/def2-TZVPD" charge=-1 total_energy_ha=-422.39486 spin_multiplicity=2 s2=0.750
C 1.2798 0.0741 1.1727
O 0.9601 0.1894 -0.2015
C 0.2340 -0.6655 1.9708
C -0.8363 -1.2947 1.5117
H 1.4601 1.0720 1.5772
H 2.2332 -0.4618 1.1861
H 0.5623 1.0755 -0.3604
H 0.3234 -0.4871 3.0412
H -1.7652 -1.5115 2.0284
H -0.9402 -1.5632 0.4730
H 1.2094 -2.1224 -2.2785
H 1.2028 -0.7151 -1.7756
O 1.2280 -1.2191 -2.6136
H -1.3853 0.1603 -1.3140
H -2.5605 -0.7395 -1.7169
O -2.0654 -0.4365 -0.9575
H -1.0685 2.4573 -0.5125
H 0.0611 3.4894 -0.8855
O -0.1327 2.6985 -0.3451

19
Properties=species:S:1:pos:R:3 method="wB97M-V/def2-TZVPD" smiles=OCCCO.O.O total_energy_ha=-422.38883
O -0.6797 1.0581 2.7540
C -0.5224 1.2047 1.2790
C -0.4700 -0.2800 0.9956
C -0.5699 -0.5457 -0.5281
O -0.1777 -1.8559 -1.0193
H -0.0381 0.4145 3.0601
H 0.4076 1.7747 1.1882
H -1.3557 1.9030 1.0550
H -1.1782 -0.9242 1.4874
H 0.5770 -0.6182 1.1101
H 0.1790 0.1402 -0.9367
H -1.6153 -0.4136 -0.8604
H -1.0016 -2.2945 -0.7561
O -0.1801 3.7932 -2.6040
H -0.9321 4.0843 -3.1415
H -0.0567 4.6249 -2.1209
O 2.6521 -4.3580 -0.1251
H 1.8536 -3.8278 -0.0116
H 3.1082 -3.8797 -0.8258

19
Properties=species:S:1:pos:R:3 method="wB97M-V/def2-TZVPD" smiles="C/C=C/O.O.O.O" total_energy_ha=-422.40899
C 3.1878 0.9490 0.3888
C 2.1371 -0.1980 0.1987
C 1.1512 -0.2825 -0.7654
O 0.2085 -1.3813 -0.5927
H 4.0757 0.6298 -0.1587
H 2.9965 2.0058 0.0714
H 3.5762 0.9508 1.4594
H 2.3426 -1.0410 0.8529
H 1.0169 0.3891 -1.5841
H -0.5545 -1.2368 -1.1918
O -1.8993 -0.3760 -2.0121
H -2.2628 0.2144 -1.2621
H -2.4060 -0.3412 -2.7720
O -2.6656 1.1573 0.2098
H -3.2451 1.9789 0.4527
H -1.9980 0.9348 0.9920
O -0.7905 -0.1411 2.3290
H -0.3615 -0.5892 1.6720
H -0.8612 -0.7774 3.0639

19
Properties=species:S:1:pos:R:3 method="wB97M-V/def2-TZVPD" smiles="C=C(C)O.O.O.O" total_energy_ha=-422.37922
C 0.3380 1.9599 1.4130
C 0.6591 0.6826 1.1805
C 0.9518 -0.5484 2.1231
O 0.8426 0.2394 -0.0606
H 0.5328 2.2714 2.4916
H -0.4160 2.6617 0.9136
H 1.5323 -0.3948 3.0566
H 0.0852 -1.1211 2.3537
H 1.4972 -1.1086 1.3752
H 0.7417 0.9366 -0.6949
O -4.2969 1.0382 -1.1501
H -4.5230 1.0360 -2.0700
H -3.6304 1.6873 -0.9326
O 3.2300 -1.3098 -1.1244
H 3.3097 -1.2527 -0.1821
H 3.2885 -0.4176 -1.4886
O -1.4747 -2.2745 -2.7853
H -0.7755 -1.6730 -2.4363
H -1.8924 -2.4125 -1.9823

19
Properties=species:S:1:pos:R:3 method="wB97M-V/def2-TZVPD" smiles="C/C=C/O.O.O.O" total_energy_ha=-422.43466
C 2.3222 0.9005 0.8309
C 1.8200 -0.2250 -0.0492
C 0.7466 -0.1356 -0.7997
O 0.4203 -1.2235 -1.5885
H 1.6750 1.0051 1.7069
H 3.3253 0.6638 1.1542
H 2.4021 1.9108 0.4265
H 2.4659 -1.0804 -0.1300
H 0.0265 0.6264 -1.0474
H -0.4243 -0.9903 -2.0049
O -2.1867 -0.3650 -2.4923
H -2.5302 -0.1090 -1.6321
H -2.3442 0.3037 -3.1574
O -0.6622 -0.9258 1.9318
H -0.3071 -1.1544 2.7915
H 0.1245 -0.8437 1.4156
O -2.4548 0.5678 0.5379
H -1.9964 -0.1976 0.9213
H -2.4224 1.2723 1.1849

20
Properties=species:S:1:pos:R:3 method="wB97M-V/def2-TZVPD" total_energy_ha=-497.48649
O -1.6106 0.3010 -1.6540
C -2.5088 -0.2474 -0.7291
C -1.7165 -0.8550 0.3538
C -1.3707 -0.0421 1.5089
O -0.0832 0.6070 1.5298
H -2.9989 -1.0359 -1.3040
H -1.2521 -1.8126 0.1354
H -3.2111 0.5202 -0.4029
H -1.2499 -0.7230 2.3845
H -2.0428 0.7538 1.7454
H 0.6698 0.0193 1.1888
H 2.0071 -2.1540 0.3093
H 2.5025 -0.7798 0.0624
O 2.0640 -1.3174 0.7804
H 3.7518 0.6775 -1.4080
H 1.7062 0.9431 -1.0052
O 2.9716 0.2200 -1.1620
H -0.9209 0.8172 -1.2016
H 1.0602 2.1866 -0.2461
O 0.8273 1.3519 -0.6574

18
Properties=species:S:1:pos:R:3 method="wB97M-V/def2-TZVPD" total_energy_ha=-231.42060 spin_multiplicity=2 s2=0.750
C -1.6439 1.4723 1.3520
N -0.2414 1.2767 1.4408
H -2.0690 2.2186 2.1740
H -2.0082 1.8381 0.3558
H -2.2872 0.6413 1.5174
H 0.0612 0.9395 2.3277
H 0.2141 2.2200 1.2850
H 0.3180 0.2694 0.1688
C 1.9723 -0.9475 -0.9001
N 0.6168 -0.3095 -0.7352
C -0.3808 -1.4024 -1.0919
H 2.2688 -1.7232 -0.1201
H 2.0489 -1.4081 -1.9274
H 2.8244 -0.2011 -0.7087
H 0.3515 0.3734 -1.4821
H -1.3366 -1.2093 -0.6783
H -0.2364 -2.4159 -0.8063
H -0.4724 -1.6322 -2.1714

18
Properties=species:S:1:pos:R:3 method="wB97M-V/def2-TZVPD" charge=+1 total_energy_ha=-231.34743
C -0.7205 -1.5556 0.1526
N -0.9862 -1.6770 -1.2628
C 0.2022 -0.3633 0.3649
N 0.2848 -0.0017 1.8516
H -0.2414 -2.4435 0.5576
H -1.6516 -1.4049 0.7163
H -0.6188 -2.5267 -1.6619
H -1.9665 -1.5941 -1.4850
H -0.1562 0.5395 -0.1171
H 1.2289 -0.5409 0.0518
H 0.9262 0.7783 2.0029
H -0.6311 0.2982 2.1905
H 0.5961 -0.7898 2.4220
C 1.0844 3.1456 -1.1965
H 2.0075 3.7074 -1.1792
H 1.2936 2.0787 -1.2774
H 0.4913 3.4243 -2.0650
H 0.4947 3.3273 -0.2999